C13H21K3N2O9S2 | ωB97M-V/def2-TZVPD

Geometry as XYZ:
```
50
Properties=species:S:1:pos:R:3:forces:R:3
K 3.0884 -3.3967 -0.2753 -0.25 0.35 -0.20
K 4.4428 0.4926 -1.1523 -0.32 -0.03 0.00
K 2.3833 -1.7598 -4.0993 -0.08 0.06 0.39
C 0.7624 -0.4551 -1.0609 -0.28 -0.45 2.20
O 1.9973 -1.0002 -1.2360 1.93 -0.91 -1.66
H 0.8848 0.3238 -0.3082 -0.65 1.00 -0.17
H 0.1062 -0.1413 -1.8727 0.50 0.50 -0.68
H 0.1289 -1.1644 -0.5283 -0.62 -0.41 0.16
C 2.0574 -0.8593 3.9009 0.35 -0.13 1.02
C 1.8083 0.0266 2.6907 -0.80 -0.26 0.77
O 1.2985 1.2551 3.2727 -0.40 0.65 -0.18
S 0.2129 0.9174 4.4471 0.30 0.20 2.00
O -0.9997 0.3829 3.8754 1.54 0.36 0.28
O 0.0605 1.9834 5.4815 1.41 -3.33 -3.39
O 1.2295 -0.3641 4.9581 -1.68 1.29 0.14
H 3.0880 -0.8200 4.2536 0.08 0.48 0.06
H 1.8856 -1.9290 3.7808 -0.56 0.08 -0.39
H 1.0273 -0.4196 2.0752 0.11 0.21 -0.33
H 2.7391 0.1938 2.1488 -0.34 0.45 -0.05
C -2.1287 -1.4941 1.2698 1.66 -0.32 0.62
C -3.3167 -1.1645 0.4685 -0.04 0.24 -1.49
O -4.3771 -2.0291 0.8681 -0.42 -1.13 0.98
S -4.0565 -2.9358 2.3023 0.40 1.99 -3.05
O -3.8642 -4.3389 1.9222 -0.06 2.99 1.07
O -4.9880 -2.5185 3.3204 1.62 -0.94 -1.19
O -2.6721 -2.0197 2.4156 -0.90 -2.61 3.82
H -1.5192 -0.6599 1.6174 -0.43 0.47 -0.12
H -1.3700 -2.1558 0.8520 -0.39 -0.61 -0.48
H -3.0604 -1.3557 -0.5735 -0.58 0.09 -0.22
H -3.4954 -0.0975 0.6013 -0.91 -0.15 0.08
N 3.4832 3.7012 -1.8935 -0.95 -1.14 0.46
C 4.6632 4.0131 -1.2887 0.73 0.06 -1.39
C 4.5793 3.6022 -0.0040 1.56 -0.04 1.71
C 3.3366 2.9902 0.2306 -0.31 -0.16 0.19
C 2.7122 3.0591 -0.9582 -1.81 -0.36 -1.57
H 3.1902 3.6357 -2.8579 0.61 0.63 0.03
H 5.4940 4.3646 -1.8826 -0.07 0.34 0.31
H 5.3639 3.6851 0.7336 0.04 0.23 -0.09
H 2.8891 2.5564 1.1127 0.28 0.21 0.14
H 1.7658 2.6545 -1.2854 -0.17 0.14 0.24
N -2.0145 -0.5915 -3.5211 3.40 -0.08 -0.16
C -2.7529 0.3848 -4.1187 1.32 0.91 0.86
C -4.0070 -0.0888 -4.2251 -1.08 0.77 0.76
C -3.9881 -1.3500 -3.6162 -1.10 -2.50 -1.18
C -2.6926 -1.7270 -3.3392 -2.40 0.25 0.46
H -1.0425 -0.5644 -3.2477 -0.21 0.58 -0.38
H -2.3585 1.3899 -4.1437 -0.04 -0.09 -0.41
H -4.8453 0.5524 -4.4545 -0.11 -0.40 -0.27
H -4.7952 -2.0675 -3.6291 -0.18 0.16 0.16
H -2.3341 -2.6969 -3.0275 0.33 0.36 0.14
```
Forces are in eV/Å.

Total charge: +1
HOMO (alpha / beta): -7.172 / -10.566 eV
Kohn-Sham gap (alpha / beta): 3.6 / 6.9 eV
Spin multiplicity: 2
Total energy: -3890.41580 a.u.